C57H76AlO2S | ωB97M-V with the def2-TZVPD basis set

Element x y z (Å)
C: -0.217 2.747 1.876
C: -1.012 1.375 2.345
C: -2.074 1.845 3.532
C: -2.691 0.545 4.332
C: -4.019 -0.011 3.511
C: -3.840 -1.565 2.999
C: -5.307 -2.236 2.578
C: -5.425 -2.387 0.941
C: -5.102 -3.907 0.407
C: -3.817 -3.920 -0.665
C: -3.538 -5.500 -1.003
C: -2.775 -5.785 -2.425
C: -2.792 -7.428 -2.644
C: -1.309 -8.095 -2.844
Al: -0.462 -8.876 -1.149
S: -1.867 -9.081 0.640
C: -3.557 -9.790 0.253
O: -1.180 -10.110 1.621
O: -2.016 -7.765 1.496
H: 0.766 2.853 2.507
H: -0.979 3.633 2.026
H: -0.001 2.701 0.707
H: -0.288 0.544 2.787
H: -1.538 0.917 1.404
H: -2.883 2.505 2.998
H: -1.466 2.490 4.297
H: -2.965 0.908 5.419
H: -1.895 -0.331 4.407
H: -4.119 0.683 2.548
H: -4.963 0.061 4.206
H: -3.413 -2.180 3.920
H: -3.127 -1.576 2.064
H: -5.424 -3.274 3.147
H: -6.118 -1.458 2.906
H: -6.554 -2.167 0.652
H: -4.664 -1.670 0.368
H: -6.051 -4.334 -0.173
H: -4.896 -4.638 1.305
H: -4.008 -3.236 -1.595
H: -2.888 -3.550 -0.014
H: -4.544 -6.137 -0.938
H: -2.842 -5.917 -0.150
H: -1.710 -5.305 -2.498
H: -3.459 -5.339 -3.295
H: -3.437 -7.887 -1.784
H: -3.393 -7.646 -3.653
H: -0.594 -7.217 -3.221
H: -1.261 -8.913 -3.709
H: 0.164 -10.329 -1.451
H: 0.754 -7.932 -0.703
H: -4.317 -8.869 0.276
H: -3.660 -10.242 -0.836
H: -3.970 -10.534 1.090
C: 5.404 4.734 0.788
C: 4.081 5.168 0.862
C: 3.057 4.382 0.333
C: 3.357 3.156 -0.261
C: 4.680 2.720 -0.332
C: 5.704 3.511 0.189
H: 6.201 5.349 1.198
H: 3.847 6.121 1.332
H: 2.027 4.723 0.385
H: 2.559 2.541 -0.669
H: 4.913 1.764 -0.793
H: 6.735 3.174 0.129
C: 4.801 -3.479 -1.141
C: 3.798 -2.622 -0.691
C: 4.132 -1.468 0.018
C: 5.471 -1.167 0.268
C: 6.474 -2.023 -0.185
C: 6.139 -3.181 -0.886
H: 4.540 -4.380 -1.691
H: 2.754 -2.853 -0.892
H: 3.350 -0.803 0.375
H: 5.732 -0.266 0.817
H: 7.518 -1.788 0.009
H: 6.921 -3.851 -1.235
C: 6.387 -2.679 -4.129
C: 7.631 -2.138 -4.451
C: 8.240 -2.460 -5.664
C: 7.600 -3.316 -6.560
C: 6.354 -3.854 -6.240
C: 5.749 -3.539 -5.023
H: 5.914 -2.430 -3.183
H: 8.128 -1.465 -3.756
H: 9.213 -2.043 -5.911
H: 8.072 -3.563 -7.507
H: 5.854 -4.520 -6.939
H: 4.781 -3.963 -4.772
C: -10.712 -1.393 2.701
C: -11.516 -0.331 3.113
C: -11.043 0.978 3.023
C: -9.769 1.226 2.511
C: -8.967 0.164 2.096
C: -9.435 -1.146 2.194
H: -11.079 -2.413 2.774
H: -12.511 -0.523 3.505
H: -11.668 1.805 3.350
H: -9.403 2.247 2.437
H: -7.974 0.358 1.696
H: -8.808 -1.973 1.876
C: -10.058 -6.019 1.257
C: -10.708 -6.672 0.211
C: -10.690 -6.125 -1.072
C: -10.013 -4.929 -1.310
C: -9.360 -4.277 -0.264
C: -9.386 -4.819 1.020
H: -10.075 -6.443 2.258
H: -11.230 -7.608 0.395
H: -11.202 -6.631 -1.886
H: -9.994 -4.505 -2.311
H: -8.830 -3.346 -0.451
H: -8.881 -4.309 1.836
C: 8.907 10.088 1.517
C: 7.583 10.522 1.591
C: 6.560 9.736 1.062
C: 6.860 8.510 0.468
C: 8.183 8.074 0.397
C: 9.207 8.865 0.918
H: 9.704 10.703 1.926
H: 7.349 11.474 2.060
H: 5.530 10.077 1.114
H: 6.062 7.894 0.060
H: 8.416 7.118 -0.065
H: 10.238 8.527 0.858
C: 9.694 13.946 -2.312
C: 8.939 15.034 -1.874
C: 7.854 14.832 -1.021
C: 7.530 13.543 -0.598
C: 8.287 12.456 -1.034
C: 9.366 12.656 -1.894
H: 10.537 14.104 -2.980
H: 9.196 16.040 -2.197
H: 7.263 15.679 -0.685
H: 6.688 13.386 0.070
H: 8.035 11.451 -0.704
H: 9.952 11.809 -2.238

E_LUMO = 1.6 eV
frontier orbital gap = 7.11 eV
net charge = -1

Results of the Löwdin charge analysis, in e, for atoms 1 through 5:
1 C -0.162
2 C -0.261
3 C -0.245
4 C -0.213
5 C -0.219